Here is C25H48P4STl as an isolated structure at a distorted geometry from OMol25. Energies are from ωB97M-V/def2-TZVPD.

LUMO level (spin up / spin down) in eV: -10.478 / -11.605
Frontier orbital gap (spin up / spin down) in eV: 5.6 / 4.3
Energy above the lowest of the compared OMol25 structures with the same formula, charge and spin in kcal/mol: 30.0
Net charge: +3
HOMO energy (spin up / spin down) in eV: -16.03 / -15.91

```
79
Properties=species:S:1:pos:R:3:mulliken_charge:R:1
Tl -0.814 2.670 -3.366 0.923
S -3.203 3.416 -1.363 -0.016
P 0.289 -1.098 -2.673 0.811
P -1.595 1.414 2.483 0.898
P 0.638 -1.626 1.303 0.658
P 2.047 1.417 -0.222 1.222
C 4.815 0.023 2.480 -0.436
C 5.556 -0.717 0.303 -0.729
C 4.509 -0.016 -0.298 -0.426
C 1.939 -1.893 -2.963 -1.174
C -3.380 1.869 -3.667 -0.742
C 3.585 0.695 0.487 0.725
C 2.061 -2.610 0.669 -0.846
C -2.669 2.797 2.001 -0.590
C 2.140 3.074 0.582 -1.296
C -0.571 -3.004 1.470 -1.117
C -3.594 0.613 -4.243 -0.935
C 1.201 -1.562 3.056 -1.129
C -3.691 2.074 -2.274 0.703
C -4.401 -0.317 -3.591 -0.583
C 2.684 1.925 -1.864 -1.237
C -5.831 3.489 -3.674 -0.308
C -2.499 0.042 3.239 -1.061
C 3.772 0.731 1.887 -0.701
C -0.782 -2.609 -2.610 -1.289
C -4.557 1.147 -1.653 -0.703
C -4.906 -0.028 -2.302 -0.651
C -0.260 1.949 3.594 -0.857
C -0.089 -0.595 -4.408 -1.120
C 5.711 -0.703 1.690 -0.569
C -4.891 4.451 -3.637 -0.694
H -1.171 -0.463 -4.515 0.073
H 6.273 -1.264 -0.311 0.445
H 2.408 -1.408 -3.831 0.506
H 2.584 -1.751 -2.085 0.019
H -5.547 -0.739 -1.788 0.494
H 4.449 -0.010 -1.383 0.355
H -3.393 3.112 2.774 0.429
H 0.276 2.797 3.145 0.317
H -3.161 -0.367 2.462 0.359
H 2.824 1.060 -2.533 0.159
H -0.629 -3.241 -3.500 0.453
H 0.254 -1.358 -5.117 0.466
H -4.679 -1.235 -4.098 0.540
H -1.773 -0.743 3.495 0.238
H 2.091 -0.926 3.137 0.108
H -3.163 2.719 -4.307 0.643
H 2.196 -3.484 1.315 0.495
H 3.085 3.566 0.316 0.437
H -2.041 3.649 1.706 0.360
H 3.649 2.438 -1.718 0.565
H 1.976 2.631 -2.341 0.248
H -6.694 3.490 -2.993 0.292
H -3.074 0.339 4.123 0.469
H -5.049 5.418 -3.138 0.352
H 4.945 0.055 3.568 0.452
H -5.825 2.693 -4.430 0.253
H 0.463 1.121 3.697 0.168
H -4.957 1.379 -0.657 0.538
H -1.084 0.872 1.299 -0.123
H -0.631 2.232 4.594 0.466
H 3.118 1.332 2.523 0.220
H 0.414 -1.162 3.705 0.382
H -3.201 2.463 1.100 -0.151
H -0.854 -3.385 0.479 0.297
H 2.976 -2.008 0.687 0.022
H -3.265 0.435 -5.261 0.672
H 6.526 -1.259 2.165 0.431
H -1.830 -2.267 -2.574 0.284
H 2.073 2.992 1.672 0.320
H -0.141 -3.829 2.059 0.410
H 1.461 -2.573 3.393 0.509
H -1.476 -2.638 1.975 0.292
H -0.572 -3.196 -1.701 0.311
H 1.297 3.677 0.218 0.418
H 0.419 0.350 -4.632 0.270
H 1.875 -2.950 -0.354 0.264
H -3.955 4.380 -4.218 0.247
H 1.813 -2.969 -3.153 0.493
```